# 1
DFT (ωB97M-V with the def2-TZVPD basis set) results for a molecular structure, C34H52CuN2OPS2 at a distorted geometry.

The geometry in ORCA input format:
```
! RIJCOSX wB97M-V def2-TZVPD def2/J DEFGRID3
* xyz 1 2
Cu 0.704 -0.758 0.680
C 3.377 -0.245 -4.240
C 3.228 -0.466 -2.783
C 3.545 -1.874 -2.299
C 1.811 -0.049 -2.363
C 0.791 -0.980 -2.287
C -0.533 -0.534 -2.053
C -1.721 -1.489 -2.278
C -1.361 -2.978 -2.319
C -2.315 -1.135 -3.633
C -0.789 0.791 -1.754
C 0.253 1.730 -1.900
C 1.529 1.285 -2.266
C 0.009 3.202 -1.817
C 1.267 3.932 -1.260
C -0.277 3.771 -3.216
C -2.140 1.177 -1.187
C -3.066 1.828 -2.037
C -4.295 2.182 -1.551
C -4.712 1.811 -0.282
C -3.855 1.038 0.505
C -2.518 0.738 0.121
P -1.283 -0.002 1.336
C -1.015 1.506 2.534
C 0.022 2.388 1.865
C -0.471 1.046 3.935
C -2.264 2.343 2.707
C -2.106 -1.443 2.230
C -3.297 -1.011 3.098
C -1.095 -2.120 3.111
C -2.526 -2.365 1.091
H 4.393 -0.325 -4.640
H 3.125 0.797 -4.426
H 2.686 -0.882 -4.798
H 3.905 0.243 -2.279
H 3.296 -2.713 -2.995
H 3.052 -2.094 -1.356
H 4.604 -1.952 -2.142
H 1.061 -1.987 -2.524
H -2.485 -1.356 -1.516
H -0.665 -3.353 -3.083
H -2.264 -3.589 -2.523
H -0.983 -3.408 -1.395
H -1.690 -1.512 -4.442
H -2.471 -0.064 -3.791
H -3.261 -1.669 -3.800
H 2.310 2.003 -2.461
H -0.865 3.370 -1.177
H 2.059 3.963 -1.972
H 1.579 3.505 -0.339
H 1.001 4.988 -1.093
H 0.604 3.606 -3.842
H -0.407 4.820 -3.115
H -1.168 3.383 -3.708
H -2.741 2.019 -3.032
H -4.956 2.782 -2.137
H -5.741 2.034 -0.004
H -4.241 0.743 1.476
H 0.974 1.870 1.680
H 0.249 3.228 2.546
H -0.373 2.754 0.908
H 0.354 0.363 3.853
H -1.233 0.510 4.536
H -0.158 1.943 4.453
H -2.437 2.890 1.760
H -1.997 3.144 3.404
H -3.146 1.811 3.067
H -3.161 -0.170 3.718
H -3.585 -1.832 3.786
H -4.191 -0.834 2.474
H -0.801 -1.522 4.002
H -0.147 -2.370 2.595
H -1.471 -3.091 3.404
H -3.361 -1.880 0.575
H -2.855 -3.312 1.481
H -1.724 -2.621 0.437
C 4.025 1.214 4.522
O 3.297 1.175 3.286
C 3.816 0.613 2.269
S 5.355 0.021 2.061
S 3.021 0.399 0.742
H 3.386 1.806 5.171
H 4.998 1.709 4.399
H 4.230 0.254 4.892
N 1.487 -3.917 0.397
C 2.428 -4.800 0.707
C 3.316 -4.139 1.525
C 2.801 -2.818 1.626
N 1.687 -2.681 0.911
H 0.770 -4.023 -0.278
H 2.386 -5.814 0.361
H 4.189 -4.558 2.022
H 3.236 -1.993 2.135
*
```

The energy above the lowest of the compared OMol25 structures with the same formula, charge and spin comes out at 5.5 kJ/mol. The expectation value of S² is 0.757. The calculation puts the strongest force on any atom at 2.33 eV/Å. As for the orbital gap (spin up / spin down): 8.4 / 5.8 eV. As for the LUMO energy (spin up / spin down): -2.51 / -5.09 eV.


# 2
DFT (ωB97M-V with the def2-TZVPD basis set) results for 2 unconnected molecules or ions with the total composition C34H53BrF6N2O11P at a distorted geometry.

The geometry in ORCA input format:
```
! RIJCOSX wB97M-V def2-TZVPD def2/J DEFGRID3
* xyz -1 1
C -5.048 -5.415 -2.413
C -3.466 -5.742 -2.031
N -3.099 -5.281 -0.638
C -1.589 -5.227 -0.550
C -1.007 -3.947 0.291
C -1.373 -2.476 -0.330
C -2.933 -2.037 -0.573
C -3.959 -2.386 0.656
O -3.658 -2.471 1.953
O -5.398 -2.578 0.274
O -0.959 -1.572 0.789
P 0.026 -0.202 0.282
C 0.700 0.078 2.079
C 0.294 -1.262 2.994
C 1.254 -2.627 2.868
C 0.868 -3.985 3.703
C -0.454 -4.048 4.681
C -0.762 -5.487 5.426
C -1.380 -2.683 4.852
C -1.000 -1.312 4.013
C -1.327 1.129 0.301
C -2.384 1.088 1.541
C -2.197 2.256 2.676
Br -4.219 1.426 0.715
C 1.457 1.019 -0.178
O 1.677 2.162 0.531
C 2.512 0.783 -1.438
F 3.883 0.870 -0.805
F 2.452 -0.607 -2.002
C 2.475 1.965 -2.572
F 2.875 3.306 -2.002
F 3.538 1.663 -3.600
C 1.049 2.154 -3.351
F 1.241 3.328 -4.283
F -0.104 2.511 -2.493
C 0.605 0.899 -4.314
O -0.717 0.573 -4.287
O 1.514 0.168 -5.215
O -0.461 -0.388 -1.417
C -0.501 -1.877 -1.596
C -0.967 -2.458 -3.076
N 0.189 -2.352 -4.070
C 0.141 -3.457 -5.103
C -3.725 -6.127 0.448
C -4.601 -7.499 0.238
O -3.594 -5.692 1.730
H -5.580 -6.472 -2.475
H -5.060 -4.890 -3.473
H -5.567 -4.685 -1.635
H -3.188 -6.878 -2.106
H -2.824 -5.161 -2.852
H -1.260 -6.204 0.052
H -1.044 -5.335 -1.606
H 0.177 -4.014 0.412
H -1.428 -4.061 1.401
H -3.322 -2.590 -1.554
H -3.069 -0.879 -0.805
H -5.575 -1.954 -0.513
H 1.103 -1.193 0.241
H 1.894 0.056 2.053
H 0.333 1.084 2.560
H 2.166 -2.537 2.128
H 1.553 -4.925 3.553
H -0.719 -5.450 6.594
H -1.883 -5.776 5.135
H -0.089 -6.342 4.951
H -2.314 -2.774 5.580
H -1.708 -0.361 4.153
H -1.963 1.000 -0.701
H -0.914 2.248 0.242
H -2.489 0.070 2.101
H -2.426 1.748 3.728
H -1.130 2.737 2.648
H -3.016 3.079 2.479
H 1.055 -0.036 -6.096
H 0.532 -2.450 -1.448
H -1.957 -1.968 -3.472
H -1.186 -3.624 -2.974
H 1.110 -2.418 -3.582
H 0.834 -3.111 -6.008
H -0.976 -3.608 -5.447
H 0.602 -4.421 -4.580
H -5.009 -7.912 1.274
H -3.938 -8.314 -0.276
H -5.545 -7.332 -0.439
C 2.211 10.139 0.112
O 3.023 8.995 -0.095
C 4.287 9.320 -0.673
C 5.340 8.276 -0.290
O 5.825 8.427 1.052
C 4.915 8.049 2.094
C 4.722 6.534 2.209
O 3.856 6.060 1.178
C 4.093 4.702 0.851
H 1.946 10.595 -0.848
H 1.296 9.824 0.622
H 2.724 10.865 0.749
H 4.623 10.309 -0.340
H 4.156 9.330 -1.760
H 6.213 8.430 -0.933
H 4.993 7.258 -0.474
H 3.964 8.575 2.000
H 5.377 8.400 3.024
H 4.256 6.293 3.169
H 5.699 6.040 2.149
H 5.133 4.554 0.544
H 3.449 4.436 0.009
H 3.852 4.057 1.703
*
```

The calculation puts the strongest force on any atom at 9.48 eV/Å. As for the orbital gap: 6.5 eV. As for the LUMO energy: 1.57 eV.


# 3
DFT (ωB97M-V with the def2-TZVPD basis set) results for 9 unconnected molecules or ions with the total composition C34H53NO14 at a distorted geometry.

The geometry in ORCA input format:
```
! RIJCOSX wB97M-V def2-TZVPD def2/J DEFGRID3
* xyz 0 1
C 1.450 -1.785 0.596
C 1.971 -0.464 0.481
C 0.846 0.399 0.421
N -0.270 -0.308 0.733
C 0.087 -1.625 0.747
H 1.879 -2.771 0.492
H 3.045 -0.364 0.429
H 0.913 1.475 0.490
H -1.116 0.009 1.185
H -0.611 -2.416 0.978
O -2.152 -10.335 3.199
C -3.238 -9.921 2.830
C -4.516 -10.690 2.581
C -5.474 -9.573 2.281
C -4.721 -8.288 1.872
O -3.422 -8.508 2.542
H -4.163 -11.330 1.773
H -4.873 -11.347 3.375
H -6.187 -9.792 1.485
H -6.135 -9.535 3.147
H -4.423 -8.160 0.832
H -5.227 -7.423 2.301
O 5.428 8.474 -6.036
C 5.104 7.695 -5.182
C 3.792 7.761 -4.281
C 4.083 6.567 -3.450
C 5.458 6.088 -3.690
O 5.926 6.784 -4.792
H 3.782 8.757 -3.839
H 2.895 7.583 -4.874
H 3.996 6.685 -2.370
H 3.308 5.855 -3.733
H 6.185 6.176 -2.883
H 5.535 5.042 -3.986
O -6.596 3.963 1.088
C -7.749 4.389 1.340
C -9.095 3.659 1.134
C -9.897 4.140 2.320
C -9.408 5.593 2.392
O -7.991 5.555 2.046
H -9.546 3.957 0.188
H -8.839 2.605 1.032
H -10.982 4.145 2.221
H -9.766 3.634 3.276
H -9.978 6.136 1.638
H -9.681 6.033 3.352
O 9.605 -1.860 1.503
C 9.151 -2.938 1.720
C 8.034 -3.293 2.719
C 7.612 -4.709 2.230
C 8.843 -5.260 1.609
O 9.545 -4.084 1.166
H 8.422 -3.390 3.733
H 7.330 -2.467 2.820
H 7.155 -5.356 2.978
H 6.833 -4.567 1.481
H 9.356 -5.781 2.417
H 8.797 -6.088 0.902
O -0.215 7.494 5.036
C -0.402 8.054 3.942
C 0.540 8.793 3.039
C -0.194 8.735 1.808
C -1.678 8.935 2.257
O -1.758 8.169 3.439
H 0.728 9.806 3.395
H 1.491 8.362 2.726
H 0.079 9.440 1.023
H -0.175 7.699 1.470
H -1.956 9.980 2.394
H -2.404 8.600 1.516
O 5.644 -3.908 -4.963
C 6.291 -2.905 -5.364
C 5.829 -1.413 -5.510
C 7.141 -0.727 -5.614
C 7.996 -1.771 -6.277
O 7.414 -3.046 -5.863
H 5.357 -1.309 -6.487
H 5.173 -1.094 -4.699
H 7.107 0.219 -6.153
H 7.427 -0.352 -4.631
H 7.945 -1.803 -7.366
H 9.043 -1.681 -5.987
C -4.246 0.310 5.558
C -5.381 -0.451 4.929
C -6.651 -0.530 5.547
O -5.188 -1.044 3.821
H -4.280 0.210 6.642
H -4.270 1.376 5.332
H -3.311 -0.153 5.241
H -7.276 -1.333 5.157
H -7.142 0.443 5.516
H -6.586 -0.818 6.596
C -1.593 -5.783 -4.668
C -2.790 -4.951 -5.072
C -2.631 -3.447 -5.435
O -3.911 -5.453 -5.142
H -1.347 -5.702 -3.609
H -0.741 -5.516 -5.292
H -1.781 -6.846 -4.818
H -1.886 -3.285 -6.215
H -2.137 -3.074 -4.538
H -3.585 -2.962 -5.639
*
```

The energy above the lowest of the compared OMol25 structures with the same formula, charge and spin comes out at 500.4 kJ/mol. The calculation puts the strongest force on any atom at 7.67 eV/Å. Its SMILES is c1cc[nH]c1.O=C1CCCO1.O=C1CCCO1.O=C1CCCO1.O=C1CCCO1.O=C1CCCO1.O=C1CCCO1.CC(C)=O.CC(C)=O. As for the orbital gap: 8.3 eV. As for the LUMO energy: 0.26 eV.


# 4
DFT (ωB97M-V with the def2-TZVPD basis set) results for a molecular structure, C34H54CaN3O2P2 at a distorted geometry.

The geometry in ORCA input format:
```
! RIJCOSX wB97M-V def2-TZVPD def2/J DEFGRID3
* xyz 1 1
C -1.583 -1.412 -2.318
C 0.601 -2.070 -1.751
C -1.709 -2.443 -3.246
C 0.467 -3.214 -2.588
C -0.686 -3.398 -3.324
H -2.619 -2.507 -3.843
H 1.327 -3.880 -2.688
H -0.791 -4.257 -3.982
N -0.512 -1.291 -1.506
P -2.869 0.074 -0.383
P 2.759 -0.462 -0.441
C -2.676 -0.343 -2.163
H -2.366 0.566 -2.707
H -3.618 -0.668 -2.623
C 0.578 2.601 1.815
O 0.905 3.614 2.243
C 1.907 -1.776 -1.243
H 2.573 -2.641 -1.387
C 4.042 0.024 -1.807
C 3.670 -1.274 1.075
C -3.742 1.729 -0.444
C -3.954 -1.356 0.223
C 4.286 1.536 -1.626
H 4.783 1.756 -0.670
H 4.937 1.894 -2.437
H 3.351 2.107 -1.658
C 5.358 -0.754 -1.727
H 5.917 -0.576 -0.801
H 5.185 -1.830 -1.865
H 6.001 -0.437 -2.564
C 3.441 -0.288 -3.182
H 4.071 0.179 -3.953
H 3.405 -1.369 -3.368
H 2.428 0.105 -3.289
C 4.612 -0.227 1.695
H 4.065 0.672 2.016
H 5.088 -0.670 2.585
H 5.416 0.092 1.017
C 2.592 -1.677 2.094
H 2.031 -0.822 2.499
H 1.885 -2.404 1.666
H 3.087 -2.172 2.945
C 4.432 -2.549 0.709
H 5.241 -2.395 -0.008
H 4.900 -2.931 1.629
H 3.756 -3.322 0.323
C -4.593 -0.979 1.570
H -5.115 -1.864 1.968
H -3.832 -0.681 2.308
H -5.336 -0.173 1.481
C -3.004 -2.554 0.442
H -2.580 -2.916 -0.504
H -2.178 -2.305 1.126
H -3.574 -3.380 0.895
C -5.032 -1.763 -0.790
H -5.674 -2.523 -0.317
H -5.679 -0.929 -1.087
H -4.602 -2.216 -1.692
C -2.949 2.653 -1.393
H -3.100 2.377 -2.444
H -3.315 3.683 -1.272
H -1.869 2.645 -1.180
C -3.730 2.316 0.983
H -2.703 2.461 1.350
H -4.225 3.296 0.963
H -4.261 1.680 1.704
C -5.172 1.560 -0.962
H -5.197 1.074 -1.948
H -5.815 1.005 -0.266
H -5.611 2.562 -1.082
Ca -0.096 -0.033 0.539
N 0.754 1.291 -1.118
C 0.827 1.394 -2.298
C 0.753 2.081 -3.552
C 0.560 3.470 -3.472
C 0.899 1.468 -4.822
C 0.573 4.251 -4.627
H 0.416 3.930 -2.489
C 0.932 2.267 -5.971
H 0.997 0.380 -4.908
C 0.758 3.652 -5.877
H 0.448 5.330 -4.544
H 1.102 1.810 -6.949
H 0.771 4.274 -6.775
C -1.038 -3.009 4.221
N -1.171 -1.597 4.587
C -1.556 -1.232 5.947
C -0.973 -0.657 3.679
O -0.680 -0.932 2.472
H -1.239 -3.601 5.115
H -0.021 -3.228 3.856
H -1.759 -3.280 3.433
H -0.808 -1.579 6.672
H -1.629 -0.139 5.992
H -2.525 -1.677 6.204
H -1.069 0.385 4.019
*
```

The energy above the lowest of the compared OMol25 structures with the same formula, charge and spin comes out at 0.0 kJ/mol. The calculation puts the strongest force on any atom at 4.91 eV/Å. As for the orbital gap: 5.9 eV. As for the LUMO energy: -2.34 eV.


Number 1: DFT total energy -4289.49202 hartree. Number 2: DFT total energy -5778.22779 hartree. Number 3: DFT total energy -2435.31561 hartree. Number 4: DFT total energy -3002.87594 hartree.